ORCA calculation (ωB97M-V with the def2-TZVPD basis set) on a 2-piece molecular cluster, C10H13N4O overall.

For the HOMO energy, the calculation gives -13.4 eV. Its total energy is -18578.933 eV. The calculation puts the frontier orbital gap at 9.5 eV. The net charge is +1.

```
28
Properties=species:S:1:pos:R:3:mulliken_charge:R:1
C 2.668 -0.577 2.653 -0.606
C 2.298 -0.042 1.471 -0.132
C 3.120 -2.159 1.301 -0.079
C -1.603 0.005 0.271 0.753
C 0.124 0.851 -0.903 0.611
C 2.274 -1.303 -0.748 0.916
C -2.605 0.230 -0.783 -0.804
C -0.817 1.699 -1.738 -1.117
C -2.031 0.868 -2.108 -0.935
C -2.331 -0.145 1.542 -1.230
N 3.261 -1.815 2.490 -0.404
N -0.345 0.312 0.217 -0.248
N 2.459 -1.126 0.509 0.029
N 1.310 0.593 -1.252 -0.572
O 2.350 -2.009 -1.642 -0.276
H 2.670 -0.149 3.704 0.352
H 1.906 0.821 0.991 0.560
H 3.489 -3.033 0.797 0.365
H -3.355 -0.618 -0.904 0.440
H -3.378 0.968 -0.539 0.410
H -1.087 2.469 -1.126 0.421
H -0.421 2.218 -2.539 0.526
H -1.485 0.168 -2.776 0.255
H -2.808 1.301 -2.560 0.528
H -2.002 0.716 2.197 0.319
H -1.973 -1.058 2.058 0.321
H -3.437 -0.067 1.528 0.380
H 1.750 0.883 -2.108 0.217
```

=====

ORCA calculation (ωB97M-V with the def2-TZVPD basis set) on C10H13N6O8P2Pt as an isolated structure.

For the HOMO energy (spin up / spin down), the calculation gives -2.4 / -5.0 eV. Its total energy is -57736.108 eV. The calculation puts the frontier orbital gap (spin up / spin down) at 5.0 / 7.6 eV. The spin multiplicity is 3. The net charge is -1.

```
40
Properties=species:S:1:pos:R:3:mulliken_spin:R:1
Pt -0.047 -0.234 -0.241 0.854
N -1.319 -1.127 2.820 0.001
C -2.284 -0.689 2.040 -0.027
N -3.562 -0.939 2.415 0.074
C -4.472 -0.525 1.539 0.001
N -5.785 -0.772 1.864 0.003
N -4.234 0.088 0.387 0.061
C -2.951 0.370 0.145 0.069
N -1.943 -0.056 0.909 0.155
C -2.536 1.022 -1.065 0.278
C -3.429 1.297 -2.146 0.028
C -2.984 1.905 -3.271 0.067
C -1.599 2.231 -3.349 0.177
C -0.755 1.768 -2.380 -0.074
N -1.170 1.143 -1.245 0.210
H -1.650 -1.573 3.677 0.002
H -0.351 -0.868 2.722 0.001
H -5.996 -0.857 2.811 0.001
H -6.438 -0.372 1.222 0.000
H -4.501 1.156 -1.968 0.021
H -3.641 2.170 -4.098 0.005
H -1.149 2.768 -4.162 0.022
H 0.299 1.776 -2.393 0.035
O 2.489 -3.142 2.283 0.000
P 1.861 -1.724 1.821 0.012
O 1.340 -0.990 2.997 0.002
O 1.037 -1.787 0.562 0.023
O 3.288 -0.891 1.254 -0.007
P 4.432 -1.534 0.475 0.000
O 5.785 -1.229 1.183 0.000
O 4.277 -2.951 0.209 -0.001
O 4.312 -0.607 -0.915 0.003
H 2.881 -3.435 1.447 -0.001
H 5.941 -0.230 1.138 0.000
C 3.905 1.575 -1.845 0.031
C 4.511 0.721 -0.760 -0.011
O 5.123 1.163 0.206 0.000
H 3.308 0.958 -2.490 -0.007
H 4.704 2.032 -2.419 -0.001
H 3.307 2.390 -1.376 -0.006
```

=====

ORCA calculation (ωB97M-V with the def2-TZVPD basis set) on a 2-piece molecular cluster, C10H13NO overall.

For the HOMO energy, the calculation gives -7.8 eV. Its total energy is -14115.471 eV. The calculation puts the frontier orbital gap at 8.6 eV. Its SMILES is Cc1c[nH]c2ccccc12.CO.

```
25
Properties=species:S:1:pos:R:3:mulliken_charge:R:1
C 2.585 -0.127 1.302 -1.492
C 1.170 -0.174 1.496 0.269
C 0.341 0.864 1.602 -0.546
N -1.015 0.625 1.327 -0.136
C -1.004 -0.721 0.953 0.015
C -2.075 -1.421 0.435 -1.007
C -1.713 -2.672 0.086 -0.025
C -0.515 -3.290 0.055 -0.651
C 0.532 -2.596 0.650 -0.375
C 0.269 -1.262 1.083 0.972
H 2.787 0.036 0.195 0.286
H 3.233 -0.905 1.239 0.478
H 3.136 0.746 1.907 0.252
H 0.527 1.852 1.928 0.477
H -1.739 1.129 1.741 0.230
H -3.076 -1.257 0.298 0.485
H -2.639 -3.303 -0.354 0.113
H -0.328 -4.323 -0.358 0.322
H 1.551 -2.898 0.510 0.334
C -0.042 3.510 -2.631 -0.622
O -0.933 2.466 -2.564 -0.502
H 0.635 3.209 -1.906 0.241
H 0.618 3.460 -3.380 0.330
H -0.537 4.464 -2.652 0.275
H -1.770 2.588 -2.960 0.275
```

=====

ORCA calculation (ωB97M-V with the def2-TZVPD basis set) on a 2-piece molecular cluster, C10H13NO overall.

For the HOMO energy, the calculation gives -7.6 eV. Its total energy is -14117.580 eV. The calculation puts the frontier orbital gap at 8.4 eV. Its SMILES is Cc1c[nH]c2ccccc12.CO.

```
25
Properties=species:S:1:pos:R:3:mulliken_charge:R:1
C -1.640 1.600 -2.960 -1.285
C -1.295 0.861 -1.733 0.714
C -2.148 0.331 -0.815 -0.930
N -1.449 -0.161 0.272 0.002
C -0.118 0.068 0.011 -0.578
C 0.987 -0.183 0.855 0.035
C 2.242 0.152 0.373 -0.460
C 2.340 0.934 -0.797 -0.494
C 1.290 1.149 -1.684 -0.618
C 0.066 0.696 -1.235 0.831
H -2.664 1.363 -3.254 0.365
H -1.155 1.116 -3.837 0.331
H -1.380 2.659 -2.957 0.269
H -3.215 0.319 -0.727 0.414
H -1.716 -0.690 1.085 0.196
H 0.828 -0.646 1.806 0.119
H 3.095 -0.028 1.014 0.383
H 3.297 1.340 -1.086 0.345
H 1.446 1.593 -2.655 0.415
C 0.468 -1.884 3.606 -0.694
O -0.389 -2.419 2.577 -0.500
H 1.464 -1.733 3.207 0.330
H -0.188 -1.099 4.011 0.213
H 0.535 -2.514 4.499 0.311
H 0.041 -3.231 2.284 0.286
```

=====

ORCA calculation (ωB97M-V with the def2-TZVPD basis set) on one molecule with the formula C10H13NO2.

For the HOMO energy, the calculation gives -9.3 eV. Its total energy is -16164.411 eV. The calculation puts the frontier orbital gap at 10.2 eV. Its SMILES is NCC1(c2ccccc2)OCCO1.

```
26
Properties=species:S:1:pos:R:3:mulliken_charge:R:1
N -0.387 2.675 0.117 -0.664
C -0.991 1.695 -0.702 -1.182
C -0.913 0.286 -0.189 1.677
C 0.535 -0.059 -0.068 -0.501
C 1.188 -0.322 -1.219 -0.375
C 2.618 -0.521 -1.141 -0.686
C 3.250 -0.523 0.055 -0.533
C 2.466 -0.202 1.221 -0.551
C 1.114 -0.002 1.206 -0.394
O -1.640 0.129 1.012 -0.537
C -2.001 -1.236 1.012 -0.389
C -2.562 -1.279 -0.416 -0.397
O -1.546 -0.640 -1.066 -0.441
H -0.868 2.572 1.020 0.367
H 0.530 2.264 0.290 0.392
H -2.045 1.929 -0.932 0.458
H -0.521 1.642 -1.677 0.382
H 0.694 -0.293 -2.155 0.553
H 3.221 -0.800 -2.056 0.287
H 4.248 -0.897 0.194 0.417
H 2.935 -0.162 2.158 0.439
H 0.513 0.251 2.041 0.477
H -1.026 -1.916 0.930 0.196
H -2.697 -1.558 1.742 0.470
H -2.666 -2.351 -0.811 0.246
H -3.450 -0.685 -0.566 0.287
```

=====

ORCA calculation (ωB97M-V with the def2-TZVPD basis set) on C10H13NO2Ti as an isolated structure.

For the HOMO energy (spin up / spin down), the calculation gives -2.1 / -2.6 eV. Its total energy is -39279.589 eV. The calculation puts the frontier orbital gap (spin up / spin down) at 5.1 / 5.6 eV. The spin multiplicity is 2. The net charge is -1.

```
27
Properties=species:S:1:pos:R:3:mulliken_spin:R:1
C 0.013 -1.446 -1.895 -0.018
C -1.327 -1.446 -1.357 0.011
C -1.260 -1.864 -0.002 -0.002
C 0.128 -2.126 0.311 -0.026
C 0.901 -1.876 -0.872 0.076
Ti -0.110 0.087 -0.177 0.912
C -1.069 1.669 -1.339 0.004
C 0.347 1.997 -1.734 0.009
C 0.757 3.023 -2.565 0.005
N 1.256 1.115 -1.178 -0.021
H -2.097 -1.983 0.673 0.006
H -2.236 -1.191 -1.896 -0.001
H 0.523 -2.540 1.234 -0.007
H 1.981 -2.058 -0.952 0.005
H 0.272 -1.203 -2.924 -0.002
H -1.706 1.439 -2.199 0.002
H 2.243 1.274 -1.359 -0.003
H -1.508 2.396 -0.643 -0.006
H -0.001 3.634 -3.045 -0.003
H 1.816 3.143 -2.806 0.001
C 0.274 -0.480 4.287 -0.005
O 0.176 -1.032 2.936 0.000
C -0.011 -0.309 1.883 0.045
O -0.266 0.935 1.782 0.016
H -0.700 -0.147 4.634 0.000
H 0.998 0.329 4.343 0.001
H 0.605 -1.339 4.860 0.000
```

=====

ORCA calculation (ωB97M-V with the def2-TZVPD basis set) on C10H13NO4Zn as an isolated structure.

For the HOMO energy, the calculation gives -15.6 eV. Its total energy is -68655.689 eV. The calculation puts the frontier orbital gap at 3.0 eV. The net charge is +2.

```
29
Properties=species:S:1:pos:R:3:mulliken_charge:R:1
C -1.681 -2.428 -1.953 -1.327
C -0.563 -2.968 -1.062 0.188
O -0.911 -4.205 -0.487 -0.523
C -0.232 -1.953 0.036 0.001
O 1.135 -2.056 0.388 -0.291
C 1.752 -1.062 1.093 -0.474
O 0.803 -0.322 1.904 -0.247
C 1.058 0.960 2.101 0.166
O 1.373 1.444 3.125 -0.419
C 0.692 1.919 0.985 1.153
C 0.374 3.238 1.376 -0.394
C -0.020 4.179 0.408 -0.324
N -0.159 3.874 -0.916 -0.560
C 0.202 2.613 -1.291 -0.709
C 0.620 1.614 -0.393 0.127
H -2.290 -3.240 -2.330 0.391
H -1.292 -1.853 -2.787 0.343
H -2.348 -1.775 -1.384 0.324
H 0.342 -3.121 -1.639 0.321
H -1.800 -4.148 -0.123 0.368
H -0.866 -2.146 0.899 0.265
H -0.496 -0.944 -0.322 -0.094
H 2.292 -0.367 0.435 0.468
H 2.483 -1.511 1.759 0.329
H 0.435 3.524 2.417 0.601
H -0.281 5.185 0.708 0.512
H 0.043 2.372 -2.334 0.544
H 0.828 0.627 -0.767 0.522
Zn -1.494 2.551 0.156 0.740
```

=====

ORCA calculation (ωB97M-V with the def2-TZVPD basis set) on one molecule with the formula C10H13NP2.

For the HOMO energy, the calculation gives -7.8 eV. Its total energy is -30647.120 eV. The calculation puts the frontier orbital gap at 8.6 eV. Its SMILES is CCc1cn([PH]#[PH2])c2ccccc12.

```
26
Properties=species:S:1:pos:R:3:mulliken_charge:R:1
C -2.814 2.137 -0.911 -1.093
C -1.427 1.765 -1.363 -0.774
C -0.689 0.709 -0.456 0.317
C -1.056 -0.623 -0.704 -0.486
N -0.260 -1.492 0.058 0.281
P -0.019 -3.144 -0.076 -0.143
P 1.008 -3.395 -1.963 -0.135
C 0.543 -0.685 0.822 -0.410
C 1.591 -1.011 1.675 -0.645
C 2.368 0.024 2.237 -0.792
C 2.128 1.353 1.884 -0.495
C 1.117 1.701 1.049 -0.699
C 0.317 0.695 0.486 1.092
H -3.555 1.365 -1.273 0.262
H -3.117 3.082 -1.332 0.394
H -2.933 2.158 0.212 0.306
H -0.958 2.732 -1.283 0.325
H -1.304 1.365 -2.348 0.395
H -1.764 -0.912 -1.513 0.318
H -1.323 -3.367 -0.689 0.046
H 1.449 -4.611 -1.428 0.059
H 2.029 -2.590 -1.285 0.093
H 1.785 -1.956 2.031 0.497
H 3.183 -0.121 2.846 0.477
H 2.761 2.084 2.349 0.382
H 0.942 2.736 0.975 0.427
```